Here is a 2-piece molecular cluster, C4H12O overall from the OMol25 dataset. Energies are from ωB97M-V/def2-TZVPD.

The geometry in XYZ format:
```
17
Properties=species:S:1:pos:R:3:nbo_charge:R:1
H -1.62966 1.33447 1.03519 0.21
O 1.29901 -0.51040 -1.12106 -0.73
C 0.37596 1.86519 1.75132 -0.62
C -0.77022 1.95079 0.75738 -0.61
H 1.11536 -2.07011 -2.35878 0.18
H 1.32797 2.24588 1.42285 0.21
H -1.16995 2.96397 0.67611 0.21
H -0.75035 -1.78073 0.04689 0.20
H 0.46279 -3.12506 -0.22162 0.21
H -1.01247 -2.92099 -1.20236 0.21
C 0.46778 -1.51388 -1.69521 -0.06
C -0.20092 -2.40421 -0.67013 -0.63
H 0.49838 0.82568 2.07234 0.21
H 0.78471 0.15034 -0.62488 0.47
H -0.53028 1.67704 -0.25264 0.19
H 0.03809 2.33168 2.68762 0.21
H -0.30622 -1.01963 -2.30301 0.15
```

Output
- Gap between HOMO and LUMO: 11.2 eV
- Energy relative to the best compared isomer or geometry (same formula, charge and spin): 53.0 kJ/mol
- DFT total energy: -234.8124 Ha
- Structure (SMILES): CCO.CC